# 1
This record from the Open Molecules 2025 dataset describes C6H13NO2 in the gas phase at a distorted geometry. The level of theory is ωB97M-V/def2-TZVPD.

As for the SMILES: CC[C@H](C)[C@H](N)C(=O)O. The calculation puts the lowest unoccupied orbital energy at 0.0237 Eh. Its spin multiplicity is 1. The energy above the lowest of the compared OMol25 structures with the same formula, charge and spin comes out at 439.04 kJ/mol.

CARTESIAN COORDINATES (ANGSTROEM)
1 H -0.07 1.94 0.69
2 H -0.94 3.40 -1.61
3 O 0.70 0.34 2.38
4 N 0.49 -2.29 0.09
5 H -1.05 1.80 -2.39
6 H 1.13 2.02 -0.54
7 H 1.99 -0.77 -0.45
8 H 0.55 -2.68 -0.83
9 H -2.13 0.37 -0.09
10 O 2.03 -1.62 2.37
11 C -0.04 0.12 -0.55
12 C 1.30 -0.63 1.69
13 H -0.91 -0.27 1.21
14 H -1.51 -1.47 -0.12
15 H -0.63 -2.11 0.08
16 H 0.14 -0.28 -1.53
17 C -1.24 -0.34 0.12
18 C 0.09 1.53 -0.44
19 C 1.01 -0.90 0.15
20 C -0.86 2.26 -1.33
21 H -1.94 2.04 -0.82
22 H 1.88 -2.45 1.92



# 2
This record from the Open Molecules 2025 dataset describes a 2-piece molecular cluster, C6H13NO2 overall. The level of theory is ωB97M-V/def2-TZVPD.

The calculation puts the lowest unoccupied orbital energy (alpha / beta) at 0.0213 / 0.0213 Eh. Its spin multiplicity is 1. The energy above the lowest of the compared OMol25 structures with the same formula, charge and spin comes out at 526.61 kJ/mol.

CARTESIAN COORDINATES (ANGSTROEM)
1 C 0.43 0.69 -2.42
2 O -1.47 -1.73 0.08
3 H -1.55 0.10 -1.68
4 C -0.53 -0.47 2.62
5 H -1.70 1.73 0.07
6 H -0.15 -1.25 3.28
7 C -0.62 0.55 -1.36
8 H 0.09 1.37 -3.21
9 N 0.69 -0.95 0.50
10 H -0.73 0.41 3.22
11 H -1.45 -0.84 2.17
12 H 0.66 -0.26 -2.89
13 H 1.41 0.33 1.90
14 H 2.41 -1.51 -0.08
15 C -0.70 1.50 -0.29
16 C 0.49 -0.14 1.57
17 H 1.36 1.08 -2.01
18 C -0.37 -1.41 -0.38
19 H 0.10 -1.89 -1.26
20 H -0.17 0.99 0.75
21 H -0.10 2.40 -0.41
22 O 1.91 -0.69 -0.17



# 3
This record from the Open Molecules 2025 dataset describes C6H13NO2 in the gas phase at a distorted geometry. The level of theory is ωB97M-V/def2-TZVPD.

As for the SMILES: CCCCOCC(N)=O. The calculation puts the lowest unoccupied orbital energy at 0.0258 Eh. Its spin multiplicity is 1. The energy above the lowest of the compared OMol25 structures with the same formula, charge and spin comes out at 187.75 kJ/mol.

CARTESIAN COORDINATES (ANGSTROEM)
1 C -3.76 0.69 0.03
2 H -3.72 1.39 -0.82
3 H -0.20 -1.32 0.88
4 H -1.17 0.99 0.97
5 H 2.19 -1.55 0.91
6 H 3.17 1.72 -0.66
7 C 3.50 0.03 0.37
8 C -0.10 -0.61 0.04
9 H -1.13 1.07 -0.80
10 N 3.82 0.96 -0.54
11 C 2.24 -0.77 0.12
12 O 4.52 -0.56 0.81
13 H -3.74 1.28 0.96
14 H -0.12 -1.21 -0.89
15 H -2.66 -0.90 -0.93
16 C -2.60 -0.30 -0.01
17 H -4.73 0.17 -0.01
18 H -2.69 -1.01 0.83
19 C -1.24 0.38 0.05
20 H 4.93 0.79 -0.60
21 H 2.35 -1.29 -0.85
22 O 1.13 0.07 0.14



# 4
This record from the Open Molecules 2025 dataset describes C6H13NO2 as an isolated structure at a distorted geometry. The level of theory is ωB97M-V/def2-TZVPD.

The calculation puts the lowest unoccupied orbital energy at 0.0276 Eh. Its spin multiplicity is 1. The energy above the lowest of the compared OMol25 structures with the same formula, charge and spin comes out at 357.66 kJ/mol.

CARTESIAN COORDINATES (ANGSTROEM)
1 O 2.10 0.95 -0.78
2 O -0.16 -0.69 1.53
3 C 1.49 0.70 0.48
4 C 1.12 2.00 1.19
5 H -2.59 1.24 0.18
6 H 0.64 1.79 2.14
7 H -1.08 -2.64 0.06
8 H 2.02 2.59 1.38
9 C -2.33 0.21 -0.08
10 H -0.74 -2.77 -1.69
11 H -2.36 -0.41 0.82
12 C 0.26 -0.24 0.40
13 C -0.31 -2.54 -0.71
14 H 0.45 2.59 0.56
15 N -1.04 0.15 -0.70
16 H 1.02 -1.05 -1.55
17 H 0.48 -3.28 -0.53
18 H -0.86 0.80 -1.45
19 C 0.30 -1.20 -0.73
20 H 2.49 1.83 -0.86
21 H -3.11 -0.18 -0.75
22 H 2.21 0.16 1.10



Which of these has the lowest energy above the lowest of the compared OMol25 structures with the same formula, charge and spin? number 3



What is the formula in the first record? C6H13NO2



Number 4 is which compound? C6H13NO2